# 1
Molecular formula: C5H14N3
Method: DFT, ωB97M-V/def2-TZVPD

Properties
HOMO (alpha / beta)   -9.663 / -13.549 eV
LUMO (alpha / beta)   -3.08 / -7.36 eV
Multiplicity   3
ΔE to the lowest compared entry with this formula, charge and spin   53.8 kcal/mol
Total charge   +1
Expectation value of S²   2.01

```
22
Properties=species:S:1:pos:R:3:forces:R:3
C -2.042937 -0.739131 -0.286177 -0.6 0.4 -2.0
C -0.600467 -1.262323 -0.442839 -1.9 0.3 1.6
C 1.608272 -0.952999 0.376607 -1.3 1.3 -1.7
C -2.248701 0.665899 0.148697 -7.3 -7.2 2.7
C 2.078017 0.373628 -0.342687 0.9 -0.1 1.7
N -1.381213 1.572845 -0.105088 3.9 6.3 -2.5
N 1.195753 1.532791 0.052802 0.8 -0.5 2.1
N 0.164235 -0.983089 0.769695 2.1 0.4 -0.9
H -2.709109 -0.899595 -1.291709 1.5 0.0 2.0
H -2.401869 -1.376278 0.464832 -1.4 -1.1 0.9
H -0.703242 -2.334842 -0.527643 0.3 -0.3 -0.9
H -0.101242 -0.765923 -1.220559 0.6 0.2 -1.5
H 1.913603 -1.759115 -0.310357 -0.1 -0.1 0.6
H 2.170048 -0.893227 1.247573 0.9 -0.8 1.7
H 3.076822 0.509544 0.188157 -1.0 0.3 -1.5
H 2.154480 0.334970 -1.433321 0.0 0.1 0.3
H -1.807789 2.445820 0.169056 1.1 1.0 0.8
H 0.193727 1.266057 -0.164620 -0.1 0.9 -0.4
H 1.156319 1.651547 1.121695 0.3 -0.3 -1.9
H -3.346462 0.930709 0.507106 2.1 -0.3 -1.5
H 0.140372 -1.751319 1.423208 -0.6 0.0 0.3
H 1.491388 2.434040 -0.344433 -0.3 -0.5 -0.1
```
Positions in Å, forces in eV/Å.

***

# 2
Molecular formula: C13H9Cl3O8
Method: DFT, ωB97M-V/def2-TZVPD

Properties
HOMO   -9.808 eV
LUMO   -1.55 eV
ΔE to the lowest compared entry with this formula, charge and spin   19.7 kcal/mol
Total charge   0
SMILES   O=C1C=C(O)C(=O)C=C1O.O=C1C=C(O)C(=O)C=C1O.ClC(Cl)Cl

```
33
Properties=species:S:1:pos:R:3:forces:R:3
O 3.255592 12.630338 6.076777 0.2 0.2 0.7
C 3.335526 11.519387 6.568278 0.0 0.8 0.6
C 3.177647 10.351301 5.801009 -0.9 -1.0 -2.3
C 3.010219 9.175202 6.390399 0.4 -0.8 0.4
O 2.705086 8.050524 5.723185 0.0 0.0 1.3
C 3.233783 9.032110 7.884409 -0.3 -0.6 1.9
O 3.087528 7.941610 8.414752 0.0 -0.3 -1.0
C 3.562640 10.184312 8.716649 0.3 1.2 -1.5
C 3.614901 11.356694 8.073276 0.3 0.3 -1.2
O 4.054261 12.478916 8.613698 -0.3 0.1 0.8
H 2.975528 10.420195 4.714092 0.3 0.2 0.8
H 2.625438 7.350326 6.421423 0.1 0.4 -0.5
H 3.878321 10.246082 9.742796 -0.2 -1.0 0.3
H 3.718327 13.193887 8.059972 0.2 0.6 -0.4
O 3.225491 25.207953 9.841655 0.4 -2.0 -0.1
C 3.322068 24.127297 9.237105 -0.7 1.5 -0.5
C 3.300577 24.043930 7.806507 -0.2 1.0 -0.5
C 3.357252 22.841064 7.258172 0.8 -2.1 -0.2
O 3.434100 22.600940 5.965251 -0.4 1.7 -0.3
C 3.479439 21.520067 8.055471 -0.3 -0.4 -0.6
O 3.581625 20.509956 7.351334 0.0 0.9 1.1
C 3.420862 21.576570 9.504008 0.5 1.3 -1.1
C 3.374382 22.824244 10.037130 -0.2 -0.1 0.0
O 3.315642 23.097114 11.317750 0.2 0.3 0.4
H 3.217689 24.908698 7.131289 0.1 -0.2 0.8
H 3.508406 21.655662 5.845822 0.1 -1.2 0.1
H 3.560274 20.672692 10.039927 -0.2 -0.5 0.6
H 3.299972 24.090465 11.337471 -0.1 -0.3 0.3
Cl 2.430997 18.161225 9.695420 -0.1 0.0 0.4
C 3.588036 16.855687 9.362307 -1.7 0.5 -1.3
Cl 3.320883 16.340587 7.686705 0.2 -0.2 -0.2
Cl 3.411447 15.526966 10.418602 0.1 -0.7 0.8
H 4.524656 17.314827 9.396048 1.5 0.3 0.3
```
Positions in Å, forces in eV/Å.

***

# 3
Molecular formula: C22H43IN7O6S
Method: DFT, ωB97M-V/def2-TZVPD

Properties
HOMO   -10.848 eV
LUMO   -4.25 eV
Total charge   +1

```
80
Properties=species:S:1:pos:R:3:forces:R:3
O -5.588109 -0.984127 3.565610 0.4 3.0 -8.4
C -5.531699 -0.511602 2.314934 -0.6 -3.5 6.4
I -4.988338 1.636278 2.085764 -0.5 -1.6 -0.1
C -5.823014 -1.512713 1.008684 -0.3 1.2 0.2
C -4.719422 -2.738637 0.922673 -0.2 -0.5 -1.4
C -4.266094 -2.709841 -0.686449 2.5 1.8 1.4
N -3.174289 -1.884294 -0.794303 -3.7 -2.2 1.4
C -2.736708 -1.330521 0.557349 3.1 -1.3 1.2
C -3.288281 -2.436525 1.666311 -0.7 0.9 0.0
N -2.370714 -3.671423 1.740213 4.1 1.8 6.0
C -1.537505 -3.488112 2.847877 -1.5 1.6 -2.6
S -0.522732 -2.864387 4.108678 -3.8 -2.9 -4.2
H -5.801746 -0.811109 0.056128 0.1 -1.5 1.9
H -6.925750 -1.950099 1.087039 2.5 1.0 0.1
H -5.257870 -3.752421 1.154428 1.3 2.0 -0.3
H -4.797979 -3.300441 -1.555396 1.4 1.5 1.7
H -2.653328 -1.633602 -1.677177 -0.9 0.0 0.5
H -1.577210 -1.528433 0.563699 -2.0 0.9 -0.1
H -2.879071 -0.188732 0.778320 -0.3 -2.3 -0.8
H -3.288487 -2.112640 2.810062 -1.0 0.3 -2.9
C -4.769365 0.842529 -3.440735 0.1 0.2 0.2
C -3.865825 -0.287356 -3.847248 -0.3 -0.5 -0.8
O -2.817937 -0.531032 -3.254339 -0.2 -0.4 0.6
N -4.237838 -1.055576 -4.910873 0.5 0.5 1.2
C -5.419396 -0.931149 -5.729381 0.0 -0.3 -0.4
H -4.338488 1.360987 -2.579428 0.0 -0.2 -0.2
H -4.866523 1.557236 -4.262337 -0.2 -0.1 0.1
H -5.749987 0.452439 -3.155259 0.0 0.2 -0.2
H -3.578923 -1.795811 -5.123667 -0.1 0.2 -0.1
H -5.977150 -1.868317 -5.663710 -0.2 0.2 -0.2
H -5.100527 -0.771983 -6.762315 -0.3 0.0 0.0
H -6.057722 -0.104783 -5.414216 0.2 -0.2 0.0
C 1.423386 -0.401550 2.903612 -0.2 0.0 0.1
C 1.427742 0.457392 1.670536 0.5 0.6 -0.5
O 0.497264 0.453034 0.868551 -0.4 -0.2 0.0
N 2.507960 1.260620 1.451884 -1.1 -0.6 0.0
C 3.688944 1.406540 2.267666 0.3 0.1 -0.2
H 0.498006 -0.983600 2.938188 0.4 0.4 -0.3
H 2.268192 -1.095060 2.878736 0.0 0.1 0.2
H 1.470830 0.227041 3.796869 0.3 -0.2 0.0
H 2.437598 1.808467 0.601994 0.1 -0.1 0.2
H 3.765061 2.453923 2.569131 0.3 -0.2 0.2
H 4.556348 1.141967 1.658096 0.1 0.2 0.2
H 3.661281 0.773331 3.155331 -0.1 0.2 -0.2
C 4.546474 4.377215 -2.316830 0.1 -0.1 -0.2
C 4.485369 4.268079 -0.819288 0.3 -0.4 0.7
O 5.198347 3.489016 -0.191825 -0.4 0.2 -0.3
N 3.603897 5.067497 -0.153108 0.4 -0.5 -0.2
C 2.689537 6.037892 -0.704281 -0.1 0.1 0.4
H 5.294455 3.678440 -2.702242 -0.2 0.1 0.2
H 3.576210 4.119882 -2.750009 0.1 0.2 -0.1
H 4.837663 5.390585 -2.605927 -0.2 -0.1 -0.1
H 3.620971 4.936676 0.851876 0.0 0.1 -0.3
H 2.927728 7.012092 -0.270825 -0.2 0.1 -0.2
H 1.675925 5.751186 -0.413842 -0.1 0.2 -0.2
H 2.753286 6.097791 -1.791487 0.1 -0.1 0.2
C 2.812162 -1.413183 6.546680 -0.3 -0.1 0.0
C 3.833236 -0.422080 6.063563 0.5 0.6 -0.3
O 3.526138 0.550436 5.378806 -0.1 -0.3 0.2
N 5.137423 -0.625731 6.406310 -0.8 0.2 -0.3
C 5.693837 -1.697347 7.195965 0.4 0.2 0.0
H 1.820817 -1.115785 6.192994 0.3 0.1 0.0
H 3.038309 -2.406258 6.149272 0.0 0.0 0.2
H 2.798536 -1.432706 7.639712 0.0 -0.2 -0.1
H 5.764894 0.083205 6.044247 -0.1 -0.2 0.1
H 6.192688 -1.256112 8.062073 0.0 -0.3 0.1
H 6.430628 -2.222244 6.583113 0.0 -0.2 0.3
H 4.933222 -2.402251 7.533966 0.1 0.2 -0.1
C -0.151739 -0.293756 -4.100798 0.1 0.2 0.1
C 0.304796 -0.145289 -5.524810 0.0 0.5 -0.8
O -0.066578 0.785027 -6.235853 0.0 -0.4 0.4
N 1.158458 -1.083301 -6.026059 -0.4 0.5 0.1
C 1.704161 -2.239099 -5.356841 0.2 0.0 -0.4
H -0.826898 0.528670 -3.847653 0.3 -0.3 -0.2
H -0.692333 -1.236090 -3.978167 0.2 0.1 0.1
H 0.708338 -0.255808 -3.426918 -0.1 -0.2 0.0
H 1.420667 -0.915419 -6.990662 0.0 0.0 0.3
H 2.793410 -2.155126 -5.369829 0.0 -0.3 0.2
H 1.403509 -3.127929 -5.916802 0.1 -0.2 0.3
H 1.357873 -2.324080 -4.326050 0.0 0.1 -0.2
```
Positions in Å, forces in eV/Å.

***

# 4
Molecular formula: C24H29N3O6S
Method: DFT, ωB97M-V/def2-TZVPD

Properties
HOMO   -8.767 eV
LUMO   0.54 eV
ΔE to the lowest compared entry with this formula, charge and spin   4.6 kcal/mol
Total charge   0
SMILES   COc1cccc(CNC(=O)CN2C(=O)COc3ccc(S(=O)(=O)N4CCC(C)CC4)cc32)c1

```
63
Properties=species:S:1:pos:R:3:forces:R:3
C -0.885263 -3.485037 -2.192815 -0.1 -0.1 -0.1
O -0.137853 -2.328363 -1.895716 0.1 0.3 0.0
C -0.571510 -1.131930 -2.376768 0.0 0.2 -0.1
C -1.668208 -0.949883 -3.208797 0.0 -0.4 0.1
C -1.999649 0.329967 -3.626475 0.0 0.2 0.0
C -1.265483 1.424410 -3.218578 0.0 0.0 0.0
C -0.169532 1.250659 -2.377341 0.0 -0.1 0.0
C 0.586606 2.470262 -1.900672 -0.2 0.1 0.1
N 1.671321 2.172909 -0.996627 0.1 0.0 -0.5
C 1.515063 2.189472 0.339239 0.5 -0.1 0.1
O 0.496884 2.536585 0.897967 -0.3 0.1 0.3
C 2.766866 1.761421 1.109452 -0.1 0.2 0.2
N 3.337726 0.523758 0.613374 -0.1 0.2 0.1
C 4.545235 0.574684 -0.012662 0.2 -0.2 -0.2
O 5.109712 1.618087 -0.267330 0.2 0.0 -0.1
C 5.157491 -0.780649 -0.325046 0.5 0.2 0.1
O 4.226295 -1.762704 -0.717144 -0.4 0.0 -0.1
C 3.090119 -1.811665 0.033575 -0.2 -0.2 0.2
C 2.367721 -2.996648 0.048428 0.2 0.3 0.1
C 1.195604 -3.082460 0.777061 -0.1 0.0 0.1
C 0.757593 -1.979835 1.480302 -0.5 -0.1 0.2
S -0.722798 -2.088434 2.485364 0.2 0.2 -0.1
O -1.474083 -3.234936 2.049323 0.1 0.1 -0.2
O -0.328862 -2.022645 3.863363 0.0 0.3 0.0
N -1.474043 -0.662204 2.093113 0.6 -0.8 0.3
C -2.160863 0.071105 3.133239 0.0 0.3 0.7
C -2.317757 1.522930 2.691149 -0.2 -0.3 -0.1
C -3.092866 1.595735 1.373679 0.3 0.2 -0.1
C -3.205570 3.039308 0.895273 -0.1 -0.3 0.1
C -2.358219 0.744632 0.336569 -0.2 -0.2 0.2
C -2.183470 -0.685281 0.836742 -0.1 0.1 -0.7
C 1.452599 -0.786654 1.467831 0.3 0.1 -0.1
C 2.630724 -0.685853 0.737650 -0.1 -0.5 0.0
C 0.174204 -0.023058 -1.972294 0.0 -0.1 0.0
H -1.903546 -3.414416 -1.799003 0.0 0.0 0.0
H -0.367163 -4.303434 -1.697312 -0.1 0.0 0.0
H -0.918530 -3.675423 -3.270293 0.0 0.0 0.0
H -2.267580 -1.784550 -3.534379 0.0 -0.1 0.0
H -2.850986 0.466683 -4.276519 -0.1 0.0 -0.1
H -1.541166 2.416913 -3.540812 -0.1 0.1 -0.1
H -0.109158 3.120561 -1.359580 0.1 0.0 -0.1
H 0.980333 3.023223 -2.758787 -0.1 0.0 0.1
H 2.549480 1.877476 -1.393066 0.0 0.0 0.1
H 2.522244 1.671602 2.170082 -0.1 0.0 -0.1
H 3.536274 2.530958 0.984631 -0.2 -0.1 0.1
H 5.869981 -0.674509 -1.145556 -0.1 0.1 0.2
H 5.704097 -1.110575 0.574162 -0.1 0.0 -0.1
H 2.743855 -3.829184 -0.523014 0.0 -0.1 -0.1
H 0.612135 -3.987197 0.813857 0.0 -0.2 -0.1
H -1.555670 -0.015946 4.035969 -0.2 0.1 0.0
H -3.149795 -0.370870 3.331086 0.1 0.0 0.0
H -1.332147 1.962515 2.534515 0.1 0.1 0.1
H -2.834312 2.085214 3.470311 0.0 0.0 0.1
H -4.098408 1.185463 1.526279 0.0 0.0 0.0
H -2.211128 3.459311 0.767740 0.2 0.1 0.0
H -3.731032 3.088645 -0.055892 -0.1 0.1 -0.1
H -3.745729 3.643125 1.620631 -0.1 0.1 0.1
H -1.373582 1.180946 0.173088 0.0 0.0 -0.1
H -2.896658 0.736261 -0.612585 0.0 0.0 -0.1
H -1.585569 -1.274902 0.140447 -0.1 0.0 -0.2
H -3.161728 -1.175588 0.954129 0.1 0.0 0.0
H 1.039309 0.044600 2.012198 0.0 0.3 0.0
H 1.010447 -0.204587 -1.316754 0.1 0.0 0.1
```
Positions in Å, forces in eV/Å.

***

# 5
Molecular formula: C23H51N6O9
Method: DFT, ωB97M-V/def2-TZVPD

Properties
HOMO   -3.365 eV
LUMO   2.03 eV
ΔE to the lowest compared entry with this formula, charge and spin   42.5 kcal/mol
Total charge   -1

```
89
Properties=species:S:1:pos:R:3:forces:R:3
O 2.464109 -0.570116 1.169313 -2.5 -0.6 -1.0
C 1.553028 -0.950619 0.340555 3.9 0.2 -2.0
O 1.928369 -1.173877 -0.959089 -2.9 0.6 4.2
C 0.084910 -1.154110 0.935261 0.2 0.3 -0.8
C -1.075723 -0.448120 0.069085 -0.4 -1.3 0.5
C -2.384315 -1.400186 0.195580 -0.1 1.1 0.0
C -3.724349 -0.592677 0.568201 0.8 -1.4 0.6
O -4.728983 -1.613401 0.903093 0.0 1.1 -1.0
H 0.058548 -0.695515 1.974453 0.2 -0.7 -1.3
H -0.097704 -2.286366 1.051746 0.2 1.7 -0.4
H -0.827144 -0.357643 -1.039673 0.0 -0.2 1.5
H -1.250064 0.607935 0.458336 0.0 -1.9 -0.5
H -2.263498 -2.193799 1.017813 -0.1 1.3 -1.2
H -2.503157 -1.946258 -0.799918 -0.1 0.6 1.3
H -3.547068 -0.029469 1.556708 -0.2 -0.6 -1.7
H -4.088322 0.095885 -0.262895 0.5 -0.7 1.1
H -5.089939 -1.968668 0.061931 0.4 0.1 0.8
C 0.253090 2.515197 -0.538311 0.5 -0.1 -0.3
O -0.836245 2.450769 0.008128 0.2 1.1 -0.6
N 0.844149 3.656926 -0.987914 -0.3 -0.6 0.3
C 2.144979 3.643855 -1.627034 -0.1 0.2 -0.1
C 0.154034 4.920119 -0.823208 -0.2 -0.3 0.1
H 0.863901 1.614738 -0.714958 0.0 0.0 0.0
H 2.831182 4.267412 -1.047950 0.1 -0.1 -0.1
H 2.048034 4.046749 -2.638446 0.2 0.0 0.0
H 2.543397 2.629557 -1.682516 -0.1 0.0 0.1
H -0.029007 5.093043 0.240477 -0.1 0.2 -0.1
H -0.807994 4.873580 -1.340278 0.0 0.2 0.1
H 0.750249 5.737369 -1.230522 0.0 -0.1 0.0
C 3.029330 3.025961 -5.494926 0.4 -0.4 0.0
O 3.150702 4.200246 -5.189634 0.1 -0.1 -0.1
N 4.049666 2.136156 -5.623402 -0.8 0.3 -0.2
C 3.820671 0.753977 -5.990577 0.2 0.2 0.1
C 5.410873 2.584524 -5.384523 -0.5 0.3 0.3
H 2.041266 2.581379 -5.697109 0.0 -0.1 0.0
H 4.195381 0.106793 -5.193961 -0.1 -0.1 -0.1
H 4.356006 0.538477 -6.919531 -0.1 -0.2 0.0
H 2.757178 0.559997 -6.137607 0.1 0.1 0.1
H 5.492036 2.966811 -4.360413 -0.1 -0.3 -0.8
H 5.647375 3.395055 -6.079763 0.1 0.0 0.1
H 6.113837 1.762159 -5.525496 -0.2 0.0 0.0
C 7.889048 3.558554 -2.849599 0.2 0.2 0.1
O 6.789021 3.695006 -3.350141 1.0 0.6 0.7
N 8.890839 4.481701 -2.890362 -0.3 -0.6 0.1
C 10.178102 4.247351 -2.269377 -0.2 0.2 -0.2
C 8.660222 5.738002 -3.577124 -0.3 -0.1 0.0
H 8.167397 2.642274 -2.305013 0.1 0.0 0.0
H 10.355746 5.017916 -1.514861 0.2 -0.1 0.0
H 10.957670 4.297890 -3.034040 0.1 0.0 0.2
H 10.208385 3.266682 -1.792596 -0.1 0.1 -0.1
H 7.815183 6.251031 -3.111805 0.1 0.1 -0.2
H 8.413385 5.535307 -4.622134 0.0 0.2 0.0
H 9.547122 6.370357 -3.525587 0.0 -0.1 0.1
C -5.178963 -4.708098 -1.071279 0.2 -0.4 0.3
O -5.779611 -3.723391 -0.683283 -0.1 -0.3 0.0
N -5.015276 -5.857542 -0.362171 -0.1 0.4 -0.7
C -4.286085 -6.989793 -0.892869 -0.1 0.1 0.2
C -5.589336 -5.951629 0.967998 -0.1 0.5 -0.2
H -4.704494 -4.742459 -2.065247 0.1 -0.1 0.0
H -4.952304 -7.855898 -0.933634 0.2 -0.1 -0.1
H -3.441026 -7.209166 -0.235542 0.0 -0.1 -0.1
H -3.912872 -6.778251 -1.896021 -0.1 0.1 0.1
H -6.671417 -5.805465 0.900534 0.0 0.0 0.1
H -5.168550 -5.165586 1.594287 -0.1 -0.2 0.0
H -5.376821 -6.925932 1.409429 0.1 0.1 -0.1
C -1.010635 2.159063 4.654661 0.0 0.2 -0.4
O -1.439379 1.113433 4.209886 0.0 0.3 0.0
N -0.955745 3.340352 3.976754 0.0 -0.3 0.7
C -0.430435 4.546155 4.578999 -0.2 -0.2 -0.3
C -1.439324 3.391238 2.607220 0.0 -0.4 0.3
H -0.618671 2.233160 5.682946 0.1 0.1 0.1
H -1.210789 5.312353 4.583223 0.1 0.1 0.1
H 0.422348 4.896252 3.991082 0.0 0.2 0.1
H -0.105644 4.360954 5.604331 0.0 -0.1 -0.1
H -2.492040 3.097471 2.589783 0.1 0.0 -0.2
H -0.871322 2.688219 2.002132 -0.2 0.2 0.0
H -1.331778 4.397073 2.199525 0.0 -0.1 0.1
C -5.840574 -5.536527 4.211867 0.1 -0.1 0.2
O -4.794575 -5.240661 3.671536 -0.1 -0.3 0.6
N -5.972522 -6.427032 5.237094 -0.2 0.4 -0.4
C -7.257463 -6.729425 5.832306 0.3 -0.1 0.0
C -4.788462 -7.091285 5.746570 0.1 0.2 -0.2
H -6.799111 -5.089504 3.901448 -0.1 0.0 0.0
H -7.227080 -6.475650 6.895106 -0.2 -0.1 0.0
H -7.461757 -7.797249 5.717235 -0.2 0.0 0.1
H -8.053775 -6.159504 5.351469 0.1 0.0 0.0
H -4.083025 -6.339221 6.107832 0.1 -0.2 0.0
H -4.316052 -7.652944 4.936946 0.1 0.0 0.2
H -5.050343 -7.769430 6.559459 -0.1 0.1 -0.1
```
Positions in Å, forces in eV/Å.

***

Energy across the listed records, respectively: -362.698998 -2483.237618 -2394.306332 -1945.883839 -1912.631783 hartree.